(1)
# C5H10O

The molecule C5H10O at a distorted geometry (ωB97M-V/def2-TZVPD, the Open Molecules 2025 dataset).

Computed properties:
Calculated total energy   -7392.0420 eV
HOMO level   -9.09 eV
F_max   1.92 eV/Å
Kohn-Sham gap   10.14 eV
SMILES   CC[C@H]1C[C@H]1O

Last column: Mulliken charge in e.
Element x y z (Å)
C 1.194 1.703 -0.501  -1.15
C 0.049 0.721 -0.751  -0.40
C -0.621 0.011 0.468  -0.23
C -1.476 -1.123 0.049  -0.74
C -0.291 -1.507 0.871  -0.11
O 1.028 -1.689 0.413  -0.54
H 2.077 1.191 -0.109  0.28
H 0.897 2.485 0.208  0.30
H 1.497 2.212 -1.428  0.33
H -0.781 1.295 -1.203  0.30
H 0.344 0.007 -1.532  0.27
H -0.888 0.708 1.252  0.34
H -2.399 -1.157 0.626  0.28
H -1.557 -1.424 -0.985  0.28
H -0.534 -2.340 1.576  0.41
H 1.462 -1.093 1.046  0.37

(2)
# C38H49BrCl4N7O2P2SSeTi

A structure of composition C38H49BrCl4N7O2P2SSeTi at a distorted geometry (ωB97M-V/def2-TZVPD, the Open Molecules 2025 dataset).

Computed properties:
Calculated total energy   -292737.2721 eV
Spin multiplicity   2
HOMO level (alpha / beta)   -6.77 / -6.79 eV
<S²>   0.75
F_max   3.68 eV/Å
Kohn-Sham gap (alpha / beta)   6.34 / 6.29 eV

Last column: Mulliken charge in e.
Element x y z (Å)
Ti -0.647 -0.522 -0.304  -0.36
Cl -2.448 0.557 -6.636  -0.22
C -2.307 0.599 -4.919  0.35
C -3.193 1.365 -4.180  0.52
Cl -4.447 2.244 -4.966  -0.22
C -3.055 1.433 -2.792  0.70
Cl -4.167 2.379 -1.867  -0.21
C -2.042 0.738 -2.147  -1.27
O -1.780 0.781 -0.846  0.54
C -1.195 -0.133 -2.889  -0.48
O -0.339 -0.821 -2.146  0.18
C -1.312 -0.151 -4.277  0.85
Cl -0.248 -1.093 -5.252  -0.23
C 2.654 -1.526 1.563  -1.52
P 1.241 -2.273 0.650  1.86
C 2.205 -3.508 -0.300  -1.83
C 0.584 -3.255 2.060  0.00
C 1.021 -4.534 2.386  -0.88
C 0.494 -5.202 3.482  -0.87
C -0.495 -4.602 4.246  -0.84
C -0.949 -3.333 3.922  -0.87
C -0.410 -2.644 2.841  0.02
P -0.832 -0.892 2.445  1.59
C 0.211 -0.109 3.768  -1.60
C -2.494 -0.699 3.209  -1.47
H 3.185 -2.316 2.099  0.51
H 2.295 -0.775 2.261  0.14
H 3.317 -1.028 0.857  0.50
H 3.003 -3.921 0.316  0.61
H 2.643 -3.001 -1.159  0.39
H 1.546 -4.295 -0.664  0.39
H 1.773 -5.022 1.782  0.35
H 0.864 -6.185 3.741  0.44
H -0.920 -5.129 5.091  0.43
H -1.727 -2.878 4.522  0.36
H -0.421 0.228 4.588  0.57
H 0.746 0.749 3.360  0.02
H 0.925 -0.835 4.148  0.67
H -2.434 -0.778 4.293  0.68
H -3.184 -1.446 2.825  0.48
H -2.867 0.289 2.938  -0.15
Br -5.876 -4.019 1.983  -0.12
C -4.461 -3.137 1.105  -0.33
C -4.636 -1.875 0.555  -0.98
C -3.547 -1.226 0.019  -0.28
N -2.296 -1.739 -0.010  1.63
C -2.185 -3.009 0.433  -0.85
C -3.214 -3.730 0.998  -1.15
H -5.608 -1.403 0.545  0.54
H -3.673 -0.237 -0.398  0.26
H -1.230 -3.480 0.277  0.83
H -3.044 -4.741 1.339  0.60
C 6.122 3.757 -2.836  -1.57
C 4.974 3.080 -2.136  0.72
C 4.662 3.375 -0.820  -0.71
C 3.608 2.765 -0.143  0.45
C 3.402 3.157 1.299  -1.67
C 2.813 1.836 -0.824  0.16
Se 1.307 1.026 0.139  0.72
C 3.119 1.511 -2.153  0.75
C 2.327 0.491 -2.914  -0.58
C 4.191 2.131 -2.781  -0.77
H 6.553 4.534 -2.205  0.35
H 5.791 4.215 -3.769  0.35
H 6.906 3.036 -3.075  0.31
H 5.261 4.105 -0.283  0.34
H 4.356 3.138 1.829  0.56
H 2.712 2.474 1.787  -0.13
H 2.999 4.170 1.366  0.29
H 2.553 -0.515 -2.548  0.18
H 2.557 0.536 -3.979  0.38
H 1.264 0.664 -2.772  -0.43
H 4.420 1.867 -3.809  0.39
C -0.589 3.191 2.493  -0.28
N -1.267 2.801 1.254  1.33
C -2.702 3.022 1.451  -0.17
N -3.021 4.412 1.792  0.04
C -2.292 4.756 3.013  -0.77
N -0.846 4.587 2.863  0.11
C -0.395 5.431 1.753  -0.56
N -1.090 5.115 0.507  0.05
C -0.825 3.711 0.184  -0.74
C -2.529 5.272 0.712  -0.67
H 0.487 3.054 2.367  -0.33
H -0.947 2.552 3.307  0.04
H -3.052 2.383 2.269  -0.03
H -3.227 2.747 0.540  -0.49
H -2.642 4.109 3.822  0.34
H -2.505 5.796 3.273  0.33
H 0.674 5.261 1.606  0.22
H -0.562 6.480 2.008  0.34
H 0.247 3.589 0.031  0.33
H -1.350 3.452 -0.738  -0.17
H -3.047 5.011 -0.213  0.34
H -2.747 6.314 0.957  0.36
C 0.321 -6.566 -3.844  -0.86
N 0.924 -5.252 -3.921  -0.36
C 0.538 -4.174 -3.211  0.76
N 1.303 -3.072 -3.331  0.01
S -0.751 -4.177 -2.144  -0.44
H 0.025 -6.907 -4.837  0.31
H -0.559 -6.494 -3.213  0.33
H 1.018 -7.287 -3.413  0.28
H 1.739 -5.160 -4.505  0.21
H 1.857 -2.948 -4.164  0.30
H 0.893 -2.224 -2.944  -0.51

(3)
# C15H29F2N3O10P2

A cluster of 2 separate species, C15H29F2N3O10P2 in total at a distorted geometry (ωB97M-V/def2-TZVPD, the Open Molecules 2025 dataset).

Computed properties:
Calculated total energy   -64979.1785 eV
HOMO level   0.98 eV
Net charge   -2
F_max   1.43 eV/Å
Kohn-Sham gap   2.43 eV

Last column: Mulliken charge in e.
Element x y z (Å)
C -1.786 -0.752 -2.894  -1.53
C -1.800 -0.007 -1.565  0.40
O -0.860 1.056 -1.633  -0.34
N -0.732 1.691 -0.406  0.47
C 0.413 1.301 0.333  -1.38
N 1.452 0.610 -0.295  0.28
C 1.331 -0.815 -0.619  -1.19
C 0.762 -1.626 0.529  0.27
P 0.581 -3.347 0.022  1.20
O -0.567 -3.529 -0.886  -0.77
O 1.963 -3.891 -0.539  -0.39
C 2.101 -3.965 -1.968  -0.14
C 1.501 -5.231 -2.552  -1.29
O 0.487 -4.233 1.347  -0.50
C -0.568 -3.890 2.262  -0.19
C 0.022 -3.678 3.636  -1.21
N 0.579 1.813 1.630  1.08
C 0.134 0.980 2.745  -0.31
C -0.348 1.764 3.957  -0.22
O -1.202 2.607 3.896  -0.45
C 1.889 2.382 1.888  -0.55
C 1.765 3.748 2.501  0.29
O 1.668 4.780 1.960  -0.45
F 1.780 3.694 3.869  -0.29
C -1.754 2.629 -0.044  0.46
C -2.520 3.106 -1.266  -1.40
F -1.175 3.706 0.596  -0.31
H -2.799 -0.820 -3.285  0.38
H -1.174 -0.240 -3.629  0.34
H -1.448 -1.773 -2.738  0.26
H -1.561 -0.698 -0.758  -0.16
H -2.800 0.375 -1.358  0.54
H 1.740 1.098 -1.146  0.33
H 2.337 -1.199 -0.812  0.20
H 0.774 -0.990 -1.544  0.13
H -0.234 -1.307 0.812  -0.16
H 1.463 -1.581 1.363  0.35
H 1.691 -3.090 -2.461  0.15
H 3.172 -3.952 -2.151  0.47
H 2.067 -5.552 -3.422  0.40
H 1.435 -6.021 -1.812  0.29
H 0.486 -5.032 -2.887  0.27
H -1.128 -3.022 1.925  0.27
H -1.260 -4.729 2.280  0.39
H 0.713 -4.497 3.826  0.30
H -0.746 -3.661 4.402  0.40
H 0.617 -2.768 3.662  0.24
H -0.695 0.368 2.408  0.06
H 0.944 0.300 3.063  0.19
H 0.110 1.508 4.932  0.35
H 2.464 1.764 2.585  0.34
H 2.450 2.523 0.973  0.45
H -2.471 2.182 0.672  0.05
H -1.811 3.309 -2.062  0.24
H -3.227 2.357 -1.609  0.42
H -2.990 4.054 -1.038  0.47
O -2.035 5.494 -3.069  -0.54
P -0.637 6.081 -3.358  0.90
O -0.514 6.539 -4.813  -0.73
O 0.305 4.877 -3.110  -0.48
O -0.356 7.200 -2.349  -0.66

(4)
# C21H23N3O5S

The molecule C21H23N3O5S at a distorted geometry (ωB97M-V/def2-TZVPD, the Open Molecules 2025 dataset).

Computed properties:
Calculated total energy   -47692.4352 eV
HOMO level   -8.66 eV
F_max   1.67 eV/Å
Kohn-Sham gap   9.02 eV
SMILES   CCc1ccc(O[C@H](C)C(=O)Nc2ccc(S(=O)(=O)Nc3cc(C)on3)cc2)cc1

Last column: Mulliken charge in e.
Element x y z (Å)
C 1.847 2.332 2.456  -0.50
H 2.104 3.320 2.831  0.44
H 1.249 1.821 3.207  0.27
H 1.252 2.444 1.551  -0.11
C 3.118 1.532 2.158  -1.08
C 2.765 0.172 1.630  0.48
C 2.246 0.042 0.350  -0.45
C 1.817 -1.180 -0.134  0.24
C 1.910 -2.312 0.666  -0.07
C 2.468 -2.200 1.937  -0.67
C 2.885 -0.971 2.410  -0.72
H 3.299 -0.902 3.406  0.34
H 2.549 -3.088 2.544  0.45
O 1.431 -3.567 0.347  -0.49
C 0.685 -3.762 -0.841  0.59
C 1.546 -3.842 -2.100  -1.36
H 2.181 -4.723 -2.056  0.39
H 2.179 -2.965 -2.197  0.27
H 0.896 -3.906 -2.969  0.40
C -0.457 -2.743 -0.988  -0.15
O -0.873 -2.365 -2.059  -0.65
N -0.958 -2.350 0.221  -0.07
C -1.705 -1.186 0.422  0.37
C -1.396 -0.375 1.516  -0.39
C -2.012 0.852 1.654  -0.82
C -2.955 1.245 0.722  -0.11
C -3.324 0.417 -0.320  -0.41
C -2.702 -0.809 -0.473  -0.24
H -2.950 -1.452 -1.301  0.51
H -4.085 0.751 -1.006  0.56
S -3.436 2.964 0.669  1.20
O -3.669 3.504 1.971  -0.70
O -4.410 3.158 -0.356  -0.64
N -1.962 3.654 0.157  -0.23
C -1.253 2.908 -0.755  -0.18
N 0.003 2.568 -0.587  -0.42
O 0.339 1.782 -1.648  -0.11
C -0.725 1.628 -2.453  0.59
C -1.775 2.338 -1.947  -0.32
H -2.760 2.468 -2.335  0.57
C -0.596 0.728 -3.621  -1.15
H -1.352 0.967 -4.362  0.41
H -0.734 -0.306 -3.299  0.06
H 0.395 0.820 -4.058  0.36
H -1.404 3.982 0.932  0.40
H -1.758 1.519 2.463  0.45
H -0.635 -0.687 2.216  0.23
H -0.455 -2.685 1.034  0.37
H 0.204 -4.740 -0.685  0.39
H 1.397 -1.221 -1.127  0.41
H 2.153 0.913 -0.278  0.55
H 3.715 1.436 3.067  0.37
H 3.710 2.071 1.415  0.34